DFT (wB97M-V/def2-TZVPD) results for the molecule C3H8N2O2 at a distorted geometry.

Last columns: bonded neighbours and bond lengths (Å).
Element x y z (Å)
1 H -0.16683 -1.81963 1.30848  N14 1.018
2 H -1.13877 1.82623 -1.07755  N15 1.006
3 C -0.29410 -0.47815 -0.18283  C5 1.555, C7 1.579, H13 1.089, N14 1.427
4 H -1.59787 -1.74485 0.52682  N14 1.018
5 C -0.66465 0.79998 0.62134  C3 1.555, O10 1.217, N15 1.370
6 H 2.17247 -0.49793 -2.18904  O12 0.962
7 C 1.24958 -0.29235 -0.45940  C3 1.579, H8 1.101, H9 1.095, O12 1.442
8 H 1.91401 -0.76800 0.27849  C7 1.101
9 H 1.45548 0.77024 -0.62761  C7 1.095
10 O -0.34471 0.78822 1.79539  C5 1.217
11 H -0.90742 2.83592 0.32335  N15 1.013
12 O 1.43374 -0.92363 -1.74328  H6 0.962, C7 1.442
13 H -0.64892 -0.34943 -1.20420  C3 1.089
14 N -0.58959 -1.75421 0.38436  H1 1.018, C3 1.427, H4 1.018
15 N -1.03769 1.91585 -0.08075  H2 1.006, C5 1.370, H11 1.013

Calculated values
E_LUMO: 0.685 eV
Structure (SMILES): NC(=O)[C@H](N)CO
2S+1: 1
Energy above the lowest of the compared OMol25 structures with the same formula, charge and spin: 115.0 kJ/mol
Energy: -10315.7609 eV

Results of the Löwdin charge analysis, in e, for atoms 1 through 8: H 0.085; H 0.097; C -0.336; H 0.085; C -0.509; H 0.079; C -0.179; H 0.128

DFT (wB97M-V/def2-TZVPD) results for a cluster of 2 separate species, C3H8N2O2 in total at a distorted geometry.

Last columns: bonded neighbours and bond lengths (Å).
Element x y z (Å)
1 C -1.77779 0.81946 0.53851  H3 1.093, H8 1.093, H10 1.096, N12 1.463
2 O 1.67974 0.41980 -0.78491  C15 1.260
3 H -2.27675 1.50414 1.22905  C1 1.093
4 N 0.36916 0.80717 1.51271  O11 1.377, N12 1.269
5 H 1.59088 -2.38755 -1.46825  C9 1.092
6 H 0.09025 -2.42110 -0.53405  C9 1.094
7 H 0.08977 -0.32184 -1.81043  C15 1.104
8 H -2.51360 0.06556 0.24839  C1 1.093
9 C 1.05161 -1.91224 -0.64630  H5 1.092, H6 1.094, H14 1.092, C15 1.505
10 H -1.47069 1.36701 -0.35999  C1 1.096
11 O 0.35669 2.13950 1.16377  N4 1.377, H13 0.978
12 N -0.64140 0.13071 1.15026  C1 1.463, N4 1.269
13 H 1.02813 2.23817 0.45984  O11 0.978
14 H 1.61794 -1.98302 0.28424  C9 1.092
15 C 0.80606 -0.46577 -0.98285  O2 1.260, H7 1.104, C9 1.505

Calculated values
E_LUMO: 0.141 eV
Structure (SMILES): C/N=N\O.CC=O
2S+1: 1
Energy above the lowest of the compared OMol25 structures with the same formula, charge and spin: 451.9 kJ/mol
Energy: -10312.2686 eV

Results of the Löwdin charge analysis, in e, for atoms 1 through 8: C -0.118; O -0.036; H 0.084; N -0.050; H 0.087; H 0.074; H 0.117; H 0.070

DFT (wB97M-V/def2-TZVPD) results for the molecule C3H8N2O2 at a distorted geometry.

Last columns: bonded neighbours and bond lengths (Å).
Element x y z (Å)
1 H 1.13663 1.89487 1.04788  C15 1.090
2 C 1.37605 -1.11902 -0.45822  H7 1.087, H11 1.094, H13 1.094, O14 1.426
3 N -1.50544 0.28909 0.00591  C4 1.332, N5 1.297, H9 1.018
4 C -0.22318 0.43496 0.33727  N3 1.332, O14 1.383, C15 1.495
5 N -2.35551 -0.69004 -0.00269  N3 1.297, O10 1.384
6 H -0.98420 -1.85600 0.72861  O10 0.976
7 H 1.74626 -2.09878 -0.16783  C2 1.087
8 H -0.32066 2.56557 0.29760  C15 1.086
9 H -1.99285 1.15812 -0.20282  N3 1.018
10 O -1.84139 -1.94521 0.27004  N5 1.384, H6 0.976
11 H 0.81128 -1.20820 -1.39102  C2 1.094
12 H 0.97202 1.90602 -0.71060  C15 1.097
13 H 2.21237 -0.42811 -0.60001  C2 1.094
14 O 0.54409 -0.68196 0.61496  C2 1.426, C4 1.383
15 C 0.42453 1.77869 0.23091  H1 1.090, C4 1.495, H8 1.086, H12 1.097

Calculated values
E_LUMO (alpha / beta): 0.715 / 0.715 eV
2S+1: 1
Energy above the lowest of the compared OMol25 structures with the same formula, charge and spin: 526.2 kJ/mol
Energy: -10311.4982 eV

Results of the Löwdin charge analysis, in e, for atoms 1 through 8: H 0.085; C -0.065; N -0.004; C -0.365; N -0.071; H 0.069; H 0.092; H 0.076

DFT (wB97M-V/def2-TZVPD) results for the molecule C3H8N2O2.

Last columns: bonded neighbours and bond lengths (Å).
Element x y z (Å)
1 C 1.15472 -0.18080 0.86448  N3 1.461, C5 1.552, H10 1.093, H11 1.094
2 H -0.00761 -1.15113 -1.25190  O6 1.060
3 N 0.59916 0.93977 0.10876  C1 1.461, C12 1.363, H14 1.013
4 H 0.38505 -2.12552 1.43409  C5 1.103
5 C -0.02907 -1.14926 1.12895  C1 1.552, H4 1.103, O7 1.372, H13 1.109
6 O 0.30529 -0.32065 -1.83082  H2 1.060, C12 1.324
7 O -0.80350 -1.20544 -0.00267  C5 1.372
8 H -1.70624 1.84680 -0.67315  N9 1.010
9 N -1.15398 1.37241 -1.37247  H8 1.010, C12 1.355, H15 1.009
10 H 1.63458 0.20206 1.76934  C1 1.093
11 H 1.91648 -0.65954 0.24218  C1 1.094
12 C -0.16465 0.54809 -0.94946  N3 1.363, O6 1.324, N9 1.355
13 H -0.60849 -0.76585 1.99395  C5 1.109
14 H 0.16024 1.64436 0.68899  N3 1.013
15 H -1.68198 1.00472 -2.15026  N9 1.009

Calculated values
E_LUMO: 0.705 eV
2S+1: 1
Energy above the lowest of the compared OMol25 structures with the same formula, charge and spin: 197.7 kJ/mol
Energy: -10314.9032 eV

Results of the Löwdin charge analysis, in e, for atoms 1 through 8: C -0.153; H 0.112; N 0.070; H 0.111; C -0.333; O 0.037; O -0.237; H 0.115

DFT (wB97M-V/def2-TZVPD) results for the molecule C3H8N2O2 at a distorted geometry.

Last columns: bonded neighbours and bond lengths (Å).
Element x y z (Å)
1 H -1.36532 -1.93012 0.37847  N2 1.020
2 N -0.52717 -1.35054 0.41729  H1 1.020, H7 1.254, H10 1.023, C11 1.494
3 C 0.29256 1.39986 0.06511  O6 1.242, H8 1.304, C11 1.890, C14 1.485
4 H -0.77695 -0.68784 -2.42832  N5 1.015
5 N -0.07112 -0.48727 -1.72772  H4 1.015, C11 1.415, H12 1.030
6 O 0.87445 1.97037 -0.87258  C3 1.242
7 H -0.14150 -0.90149 1.52260  N2 1.254
8 H -0.08368 2.05661 1.12755  C3 1.304
9 H -1.67818 0.16325 -0.47830  C11 1.090
10 H 0.24168 -1.91316 0.04547  N2 1.023
11 C -0.63577 -0.15592 -0.47283  N2 1.494, C3 1.890, N5 1.415, H9 1.090
12 H 0.45962 0.33027 -2.06126  N5 1.030
13 O 0.43988 0.13148 2.21374  C14 1.294
14 C 0.96615 0.82897 1.25943  C3 1.485, O13 1.294, H15 1.105
15 H 2.00534 0.54552 1.01135  C14 1.105

Calculated values
E_LUMO: 0.174 eV
Structure (SMILES): N[C@@H]([NH3+])[C@H]([O-])C=O
2S+1: 1
Energy above the lowest of the compared OMol25 structures with the same formula, charge and spin: 583.6 kJ/mol
Energy: -10310.9039 eV

Results of the Löwdin charge analysis, in e, for atoms 1 through 8: H 0.137; N 0.100; C -0.480; H 0.082; N 0.032; O -0.112; H 0.145; H 0.206

DFT (wB97M-V/def2-TZVPD) results for a cluster of 2 separate species, C3H8N2O2 in total at a distorted geometry.

Last columns: bonded neighbours and bond lengths (Å).
Element x y z (Å)
1 O 0.18970 -2.26260 0.75084  H12 0.969, N14 1.361
2 H 0.03249 1.50542 -1.69717  C7 1.097
3 H -0.59668 2.32862 0.52931  N6 1.018
4 C 0.48693 -0.10214 1.27620  C9 1.629, H11 1.087, H13 1.089, N14 1.408
5 H 1.33573 0.31113 -1.74730  C7 1.099
6 N -1.31432 1.66190 0.80671  H3 1.018, C9 1.269
7 C 0.24716 0.43786 -1.82896  H2 1.097, H5 1.099, H8 1.092, O15 1.401
8 H -0.04572 0.14776 -2.84064  C7 1.092
9 C -0.96902 0.44131 0.78705  C4 1.629, N6 1.269, H10 1.087
10 H -1.71187 -0.32447 0.99498  C9 1.087
11 H 1.21537 0.69816 1.17283  C4 1.087
12 H 0.41181 -2.91245 0.06730  O1 0.969
13 H 0.38630 -0.46868 2.29704  C4 1.089
14 N 0.78458 -1.10970 0.33886  O1 1.361, C4 1.408
15 O -0.45246 -0.35212 -0.90705  C7 1.401

Calculated values
E_LUMO (alpha / beta): -0.562 / -0.563 eV
2S+1: 1
Energy above the lowest of the compared OMol25 structures with the same formula, charge and spin: 685.9 kJ/mol
Energy: -10309.8436 eV

Results of the Löwdin charge analysis, in e, for atoms 1 through 8: O 0.023; H 0.075; H 0.032; C -0.144; H 0.082; N 0.063; C -0.158; H 0.078

DFT (wB97M-V/def2-TZVPD) results for a cluster of 2 separate species, C3H8N2O2 in total.

Last columns: bonded neighbours and bond lengths (Å).
Element x y z (Å)
1 C -0.88914 -1.25972 -0.36956  N4 1.443, C5 1.547, H8 1.096, H14 1.096
2 H 2.22867 1.64344 -0.29682  N10 1.019
3 H -3.01677 -0.70770 -0.13437  C5 1.092
4 N -0.03670 -0.11215 -0.56709  C1 1.443, C12 1.364, H13 1.023
5 C -2.07073 -0.63145 0.40637  C1 1.547, H3 1.092, H6 1.094, O9 1.426
6 H -2.19418 -1.07121 1.40056  C5 1.094
7 O 0.01923 2.08665 0.15235  C12 1.210
8 H -0.39329 -2.04904 0.20758  C1 1.096
9 O -1.75142 0.74938 0.56141  C5 1.426, C12 1.361
10 N 2.64304 0.74212 -0.06408  H2 1.019, H11 1.015, H15 1.017
11 H 3.62947 0.77028 -0.30256  N10 1.015
12 C -0.51667 1.00631 0.04889  N4 1.364, O7 1.210, O9 1.361
13 H 0.98060 -0.15957 -0.66885  N4 1.023
14 H -1.21510 -1.69052 -1.32300  C1 1.096
15 H 2.58300 0.68317 0.94916  N10 1.017

Calculated values
E_LUMO: 0.860 eV
Structure (SMILES): O=C1NCCO1.N
2S+1: 1
Energy above the lowest of the compared OMol25 structures with the same formula, charge and spin: 28.1 kJ/mol
Energy: -10316.6611 eV

Results of the Löwdin charge analysis, in e, for atoms 1 through 8: C -0.141; H 0.019; H 0.121; N 0.077; C -0.131; H 0.121; O 0.077; H 0.117

DFT (wB97M-V/def2-TZVPD) results for the molecule C3H8N2O2 at a distorted geometry.

Last columns: bonded neighbours and bond lengths (Å).
Element x y z (Å)
1 H 1.23252 0.59988 -1.37699  C10 1.129
2 C -0.67461 0.39473 -0.36043  H7 1.120, C8 1.578, C10 1.559, N13 1.458
3 H -0.25618 1.27223 1.34094  N13 1.078
4 H 0.42860 2.11519 -1.08735  C10 1.071
5 N 0.61856 -1.35428 0.73965  H6 1.065, C8 1.503, H15 0.985
6 H 1.26516 -0.52002 0.87913  N5 1.065
7 H -1.41582 0.55273 -1.18447  C2 1.120
8 C -0.37418 -1.15406 -0.37049  C2 1.578, N5 1.503, O9 1.305, H12 1.171
9 O -0.01233 -1.51594 -1.57118  C8 1.305
10 C 0.64735 1.18337 -0.60721  H1 1.129, C2 1.559, H4 1.071, O11 1.382
11 O 1.31257 1.34095 0.59389  C10 1.382
12 H -1.34811 -1.68438 0.00476  C8 1.171
13 N -1.16021 0.84375 0.93888  C2 1.458, H3 1.078, H14 0.982
14 H -1.42776 0.08090 1.49606  N13 0.982
15 H 1.16444 -2.15504 0.56483  N5 0.985

Calculated values
E_LUMO: -3.974 eV
2S+1: 1
Energy above the lowest of the compared OMol25 structures with the same formula, charge and spin: 702.5 kJ/mol
Energy: -10309.6718 eV

Results of the Löwdin charge analysis, in e, for atoms 1 through 8: H 0.129; C -0.264; H 0.099; H 0.120; N 0.155; H 0.096; H 0.160; C -0.506

DFT (wB97M-V/def2-TZVPD) results for a cluster of 2 separate species, C3H8N2O2 in total at a distorted geometry.

Last columns: bonded neighbours and bond lengths (Å).
Element x y z (Å)
1 H -1.31357 1.34001 1.07505  O4 0.906
2 H 0.12541 -1.13174 0.70781  N12 1.064
3 H -0.56295 1.90670 -0.95460  C11 1.073
4 O -0.44247 1.10053 1.00178  H1 0.906, C11 1.416
5 H -2.40760 -1.05070 0.88537  O8 1.004
6 H 1.79375 1.59593 -1.15156  C15 1.085
7 H -1.92489 -0.42125 -1.62728  N9 0.983
8 O -1.83343 -1.14779 0.06691  H5 1.004, N9 1.434
9 N -2.06675 0.00559 -0.75289  H7 0.983, O8 1.434
10 H 3.03089 -0.39002 -0.03245  C13 1.159
11 C -0.25901 1.03922 -0.40143  H3 1.073, O4 1.416, C15 1.588
12 N 1.18038 -1.26391 0.67691  H2 1.064, C13 1.393, H14 1.026
13 C 1.87498 -0.33322 -0.09167  H10 1.159, N12 1.393, C15 1.383
14 H 1.52866 -2.00798 1.29202  N12 1.026
15 C 1.27659 0.75861 -0.69397  H6 1.085, C11 1.588, C13 1.383

Calculated values
E_LUMO (alpha / beta): 0.834 / 0.834 eV
2S+1: 1
Energy above the lowest of the compared OMol25 structures with the same formula, charge and spin: 594.8 kJ/mol
Energy: -10310.7875 eV

Results of the Löwdin charge analysis, in e, for atoms 1 through 8: H 0.032; H 0.080; H 0.087; O -0.033; H 0.112; H 0.075; H 0.023; O -0.212

DFT (wB97M-V/def2-TZVPD) results for the molecule C3H8N2O2 at a distorted geometry.

Last columns: bonded neighbours and bond lengths (Å).
Element x y z (Å)
1 H 0.13780 -1.18209 -0.85423  C6 1.127
2 H -0.92545 0.17582 1.36559  N9 1.115
3 H 4.04564 -0.36786 0.18677  C4 1.171
4 C 2.93948 -0.03271 0.37197  H3 1.171, H7 1.279, H8 1.120, O11 1.339
5 H 0.41860 -0.62854 0.84490  C6 1.024
6 C 0.59424 -0.43510 -0.14499  H1 1.127, H5 1.024, O11 1.403, O12 1.387
7 H 2.47435 -0.33173 1.52571  C4 1.279
8 H 2.98059 1.07646 0.22046  C4 1.120
9 N -1.06253 0.76545 0.42926  H2 1.115, C10 1.472, O12 1.399
10 C -2.10836 0.04008 -0.31033  N9 1.472, H13 1.059, N15 1.273
11 O 1.96307 -0.43226 -0.45225  C4 1.339, C6 1.403
12 O 0.06369 0.82058 -0.39936  C6 1.387, N9 1.399
13 H -2.19734 0.33185 -1.32468  C10 1.059
14 H -3.69815 -0.67046 -0.45234  N15 1.143
15 N -2.93778 -0.61454 0.39942  C10 1.273, H14 1.143

Calculated values
E_LUMO: 0.890 eV
Structure (SMILES): [H]/N=C/NOCOC
2S+1: 1
Energy above the lowest of the compared OMol25 structures with the same formula, charge and spin: 598.8 kJ/mol
Energy: -10310.7463 eV

Results of the Löwdin charge analysis, in e, for atoms 1 through 8: H 0.161; H 0.167; H 0.112; C -0.158; H 0.080; C -0.276; H 0.154; H 0.085

Question: The lowest energy belongs to which entry?
Answer: number 7

Please write out number 2 again, unchanged.
DFT (wB97M-V/def2-TZVPD) results for a cluster of 2 separate species, C3H8N2O2 in total at a distorted geometry.

Last columns: bonded neighbours and bond lengths (Å).
Element x y z (Å)
1 C -1.77779 0.81946 0.53851  H3 1.093, H8 1.093, H10 1.096, N12 1.463
2 O 1.67974 0.41980 -0.78491  C15 1.260
3 H -2.27675 1.50414 1.22905  C1 1.093
4 N 0.36916 0.80717 1.51271  O11 1.377, N12 1.269
5 H 1.59088 -2.38755 -1.46825  C9 1.092
6 H 0.09025 -2.42110 -0.53405  C9 1.094
7 H 0.08977 -0.32184 -1.81043  C15 1.104
8 H -2.51360 0.06556 0.24839  C1 1.093
9 C 1.05161 -1.91224 -0.64630  H5 1.092, H6 1.094, H14 1.092, C15 1.505
10 H -1.47069 1.36701 -0.35999  C1 1.096
11 O 0.35669 2.13950 1.16377  N4 1.377, H13 0.978
12 N -0.64140 0.13071 1.15026  C1 1.463, N4 1.269
13 H 1.02813 2.23817 0.45984  O11 0.978
14 H 1.61794 -1.98302 0.28424  C9 1.092
15 C 0.80606 -0.46577 -0.98285  O2 1.260, H7 1.104, C9 1.505

Calculated values
E_LUMO: 0.141 eV
Structure (SMILES): C/N=N\O.CC=O
2S+1: 1
Energy above the lowest of the compared OMol25 structures with the same formula, charge and spin: 451.9 kJ/mol
Energy: -10312.2686 eV

Results of the Löwdin charge analysis, in e, for atoms 1 through 8: C -0.118; O -0.036; H 0.084; N -0.050; H 0.087; H 0.074; H 0.117; H 0.070

Repeat the sixth record exactly.
DFT (wB97M-V/def2-TZVPD) results for a cluster of 2 separate species, C3H8N2O2 in total at a distorted geometry.

Last columns: bonded neighbours and bond lengths (Å).
Element x y z (Å)
1 O 0.18970 -2.26260 0.75084  H12 0.969, N14 1.361
2 H 0.03249 1.50542 -1.69717  C7 1.097
3 H -0.59668 2.32862 0.52931  N6 1.018
4 C 0.48693 -0.10214 1.27620  C9 1.629, H11 1.087, H13 1.089, N14 1.408
5 H 1.33573 0.31113 -1.74730  C7 1.099
6 N -1.31432 1.66190 0.80671  H3 1.018, C9 1.269
7 C 0.24716 0.43786 -1.82896  H2 1.097, H5 1.099, H8 1.092, O15 1.401
8 H -0.04572 0.14776 -2.84064  C7 1.092
9 C -0.96902 0.44131 0.78705  C4 1.629, N6 1.269, H10 1.087
10 H -1.71187 -0.32447 0.99498  C9 1.087
11 H 1.21537 0.69816 1.17283  C4 1.087
12 H 0.41181 -2.91245 0.06730  O1 0.969
13 H 0.38630 -0.46868 2.29704  C4 1.089
14 N 0.78458 -1.10970 0.33886  O1 1.361, C4 1.408
15 O -0.45246 -0.35212 -0.90705  C7 1.401

Calculated values
E_LUMO (alpha / beta): -0.562 / -0.563 eV
2S+1: 1
Energy above the lowest of the compared OMol25 structures with the same formula, charge and spin: 685.9 kJ/mol
Energy: -10309.8436 eV

Results of the Löwdin charge analysis, in e, for atoms 1 through 8: O 0.023; H 0.075; H 0.032; C -0.144; H 0.082; N 0.063; C -0.158; H 0.078